68
Properties=species:S:1:pos:R:3:lowdin_spin:R:1 method="wB97M-V/def2-TZVPD" total_charge=+1 multiplicity=5 homo_ev="-9.98 / -11.18" s2=6.089
Pt -14.129 -8.478 5.396 1.494
C -19.324 -6.730 9.090 0.019
C -18.158 -7.607 8.797 0.100
C -18.274 -9.003 8.490 -0.022
C -17.161 -9.676 8.006 0.082
C -15.913 -9.062 7.799 0.035
N -14.958 -9.722 7.077 0.478
C -14.714 -11.057 7.133 0.025
C -14.542 -11.809 8.337 0.098
C -14.039 -13.098 8.373 -0.008
C -13.739 -13.735 7.209 0.080
C -13.266 -15.179 7.272 0.013
C -13.932 -13.126 5.960 -0.008
C -14.433 -11.833 5.926 0.071
N -14.744 -11.317 4.625 0.011
C -15.348 -12.021 3.643 0.012
C -15.233 -11.378 2.414 0.005
C -14.528 -10.218 2.800 0.017
N -14.229 -10.195 4.060 0.060
C -15.775 -7.698 8.170 0.081
C -16.896 -6.975 8.644 -0.011
N -14.608 -6.979 8.113 0.011
C -14.151 -6.098 9.070 0.002
C -13.051 -5.475 8.488 0.006
C -12.943 -5.995 7.221 0.011
N -13.871 -6.916 6.932 0.059
H -19.982 -7.177 9.795 0.004
H -19.990 -6.570 8.241 0.007
H -18.935 -5.750 9.413 0.000
H -19.231 -9.452 8.438 -0.003
H -17.243 -10.722 7.749 0.002
H -14.869 -11.295 9.262 0.002
H -13.928 -13.706 9.253 -0.002
H -12.476 -15.302 6.541 0.002
H -14.064 -15.907 7.112 0.005
H -12.858 -15.324 8.283 0.001
H -13.629 -13.686 5.100 -0.002
H -15.725 -12.955 3.943 0.001
H -15.609 -11.772 1.499 0.000
H -14.205 -9.399 2.180 0.001
H -16.722 -6.003 9.056 -0.002
H -14.525 -5.994 10.051 0.000
H -12.324 -4.833 9.047 0.001
H -12.208 -5.707 6.465 0.001
Cl -8.248 -7.897 1.336 0.077
C -9.316 -8.291 2.594 0.193
C -9.018 -9.353 3.381 -0.018
C -9.948 -9.736 4.390 0.247
I -9.850 -11.562 5.236 0.090
C -11.151 -9.015 4.581 0.088
O -11.860 -9.168 5.583 0.303
C -11.468 -7.913 3.671 0.048
N -12.680 -7.312 3.798 0.070
C -12.957 -6.247 3.037 0.021
C -12.090 -5.775 2.005 -0.005
C -10.931 -6.469 1.903 0.015
C -10.583 -7.606 2.690 0.009
H -8.171 -10.050 3.217 -0.004
H -13.948 -5.929 3.188 0.001
H -12.311 -4.824 1.515 0.000
H -10.098 -6.267 1.184 0.001
Cl -18.318 -6.421 2.081 0.003
C -18.030 -7.116 3.643 0.006
Cl -19.058 -8.551 3.790 0.001
Cl -18.610 -6.004 4.884 0.000
C -16.504 -7.441 3.934 0.007
O -15.635 -6.930 3.207 0.000
O -16.302 -8.281 4.877 0.108


66
Properties=species:S:1:pos:R:3:nbo_charge:R:1 method="wB97M-V/def2-TZVPD" relative_energy_kj_mol=1.81 total_charge=0 homo_ev=-7.66
Tl 0.432 0.420 0.058 1.475
C -0.602 3.139 1.659 -0.280
N -1.291 1.863 1.528 -0.422
C -2.577 2.002 0.840 -0.254
C -2.447 2.037 -0.662 0.228
C -3.291 2.777 -1.466 -0.248
C -3.128 2.681 -2.842 -0.149
C -2.116 1.899 -3.365 -0.196
C -1.275 1.223 -2.485 0.279
N -1.493 1.273 -1.181 -0.479
C -1.489 1.256 2.842 -0.266
C -1.818 -0.212 2.765 0.217
C -2.230 -0.882 3.911 -0.253
C -2.538 -2.224 3.819 -0.145
C -2.445 -2.843 2.582 -0.259
C -2.024 -2.095 1.500 0.086
N -1.701 -0.800 1.581 -0.454
C 0.796 2.939 2.186 0.251
C 1.452 3.962 2.849 -0.249
C 2.749 3.753 3.283 -0.135
C 3.339 2.522 3.057 -0.256
C 2.615 1.548 2.392 0.089
N 1.368 1.754 1.967 -0.485
H -1.149 3.821 2.327 0.189
H -0.533 3.599 0.670 0.267
H -3.107 2.900 1.185 0.194
H -3.192 1.142 1.106 0.239
H -4.054 3.407 -1.030 0.222
H -3.779 3.235 -3.506 0.223
H -1.963 1.839 -4.432 0.230
H 0.781 1.272 -2.886 0.318
H -2.289 1.779 3.388 0.195
H -0.580 1.381 3.430 0.238
H -2.304 -0.351 4.852 0.218
H -2.854 -2.777 4.694 0.220
H -2.689 -3.888 2.452 0.226
H -1.937 -2.544 0.525 0.215
H 0.950 4.907 3.008 0.222
H 3.291 4.540 3.791 0.222
H 4.349 2.311 3.376 0.228
H 3.032 0.581 2.151 0.246
Cl -0.464 -3.181 -1.284 0.057
C -0.436 -1.843 -2.373 -0.060
C 0.434 -0.669 -2.054 -0.486
C -0.002 0.509 -2.948 -0.402
Cl 1.380 2.663 -0.942 -0.650
C -0.151 0.097 -4.385 -0.006
Cl 0.437 1.176 -5.592 0.044
C -0.756 -1.053 -4.664 -0.111
Cl -1.039 -1.580 -6.276 0.051
C -1.068 -1.968 -3.554 -0.109
Cl -2.118 -3.294 -3.898 0.041
O 1.055 -1.879 1.057 -0.689
C 2.115 -1.648 0.434 0.755
O 2.606 -0.487 0.325 -0.736
C 2.719 -2.714 -0.419 -0.060
C 3.197 -3.899 0.111 -0.198
C 3.702 -4.887 -0.723 -0.209
C 3.685 -4.700 -2.096 -0.211
C 3.162 -3.531 -2.632 -0.199
C 2.686 -2.520 -1.805 -0.185
S 2.153 -1.023 -2.618 0.289
H 3.174 -4.043 1.184 0.218
H 4.097 -5.802 -0.302 0.213
H 4.059 -5.471 -2.756 0.215
H 3.111 -3.398 -3.705 0.224


73
Properties=species:S:1:pos:R:3:lowdin_spin:R:1 method="wB97M-V/def2-TZVPD" relative_energy_kj_mol=72.73 total_charge=-1 multiplicity=2 homo_ev="-5.44 / -5.44" s2=0.754
Ru 0.697 -1.509 1.409 0.870
C -1.002 2.076 1.082 0.000
C -1.637 0.868 1.664 0.005
N -1.103 -0.334 1.833 0.016
C -2.030 -1.098 2.493 0.001
C -3.161 -0.373 2.699 0.000
N -2.882 0.865 2.177 0.002
C -4.450 -0.615 3.390 0.000
O -4.624 -1.814 3.903 0.000
O -5.262 0.279 3.460 0.000
C -1.616 -2.439 2.955 0.001
O -2.390 -3.131 3.623 -0.001
O -0.417 -2.744 2.631 0.002
H 0.080 1.953 1.083 0.000
H -1.267 2.960 1.665 0.000
H -1.326 2.206 0.049 0.000
H -3.537 1.632 2.195 0.000
H -3.825 -2.406 3.743 0.000
O 1.731 -7.271 -2.301 0.000
C 0.760 -6.528 -2.518 0.000
O -0.109 -6.536 -3.406 0.000
C 0.659 -5.320 -1.551 0.000
C -0.473 -4.518 -1.523 0.000
C -0.526 -3.425 -0.677 0.002
N 0.503 -3.094 0.110 0.002
C 1.587 -3.900 0.130 0.000
C 1.698 -5.007 -0.678 -0.001
C 2.645 -3.525 1.117 0.005
O 3.707 -4.094 1.184 0.010
O 2.324 -2.487 1.876 0.032
H -1.295 -4.748 -2.186 0.000
H -1.386 -2.771 -0.648 0.000
H 2.575 -5.636 -0.636 0.000
N 3.266 0.495 1.765 0.000
C 2.574 0.329 2.941 0.002
C 3.173 0.863 4.096 0.000
C 2.521 0.786 5.296 0.002
C 1.269 0.179 5.343 0.000
C 0.753 -0.323 4.179 0.002
N 1.372 -0.251 2.981 -0.004
C 3.149 -0.015 0.478 0.003
C 4.255 0.178 -0.352 -0.001
C 4.190 -0.220 -1.667 0.004
C 3.013 -0.787 -2.133 -0.001
C 1.975 -0.960 -1.253 0.005
N 2.027 -0.598 0.050 -0.002
H 4.163 0.925 1.914 0.000
H 4.150 1.324 4.023 0.000
H 2.981 1.187 6.190 0.000
H 0.713 0.079 6.263 0.000
H -0.201 -0.826 4.181 0.000
H 5.153 0.624 0.054 0.000
H 5.043 -0.089 -2.320 0.000
H 2.889 -1.096 -3.160 0.000
H 1.036 -1.386 -1.567 0.001
S 0.631 3.036 -5.610 0.000
C -0.215 2.350 -4.352 0.000
S 0.189 0.801 -3.683 0.001
C -1.040 0.965 -2.437 0.005
N -1.706 2.076 -2.558 0.008
N -1.256 2.823 -3.638 0.002
C -1.911 4.073 -3.832 0.000
C -2.131 4.575 -5.106 0.000
C -2.783 5.790 -5.256 0.000
C -3.218 6.502 -4.147 0.000
C -3.005 5.984 -2.877 0.000
C -2.355 4.771 -2.715 0.000
S -1.289 -0.194 -1.206 0.026
H -1.794 4.021 -5.969 0.000
H -2.955 6.177 -6.252 0.000
H -3.725 7.449 -4.272 0.000
H -3.349 6.523 -2.004 0.000
H -2.200 4.348 -1.734 0.000


66
Properties=species:S:1:pos:R:3:nbo_charge:R:1 method="wB97M-V/def2-TZVPD" smiles="O=C1C=CC(=O)C=C1.O=C1C=CC(=O)C=C1.O=C1C=CC(=O)C=C1.O=C1C=CC(=O)C=C1.O=C1C=CC(=O)C=C1.N#COP" total_charge=0 homo_ev=-9.01
N -1.872 0.236 -6.503 -0.412
C -2.892 1.054 -6.616 0.507
O -4.108 1.678 -7.234 -0.689
P -5.461 0.586 -7.127 0.509
H -5.064 -0.777 -6.884 0.062
H -6.449 1.026 -6.172 0.002
C -0.918 0.627 -2.317 -0.222
C -1.993 1.095 -2.959 -0.225
C -3.304 1.194 -2.286 0.469
O -4.289 1.621 -2.873 -0.488
C -3.380 0.758 -0.878 -0.222
C -2.305 0.290 -0.236 -0.227
C -0.995 0.190 -0.909 0.480
O -0.010 -0.236 -0.322 -0.516
H 0.050 0.547 -2.796 0.239
H -1.954 1.420 -3.991 0.245
H -4.348 0.838 -0.399 0.236
H -2.345 -0.035 0.796 0.234
C 0.850 2.343 4.453 -0.210
C 1.847 2.993 3.845 -0.243
C 2.223 2.689 2.451 0.482
O 3.137 3.282 1.895 -0.505
C 1.452 1.641 1.752 -0.228
C 0.454 0.991 2.359 -0.234
C 0.079 1.295 3.754 0.467
O -0.836 0.703 4.310 -0.491
H 0.562 2.554 5.476 0.236
H 2.422 3.765 4.344 0.233
H 1.740 1.431 0.729 0.240
H -0.120 0.220 1.861 0.247
C -2.625 -3.448 -4.040 -0.210
C -3.321 -2.762 -4.952 -0.245
C -4.697 -3.152 -5.317 0.493
O -5.334 -2.527 -6.153 -0.521
C -5.274 -4.328 -4.635 -0.235
C -4.578 -5.013 -3.723 -0.208
C -3.202 -4.623 -3.358 0.470
O -2.565 -5.249 -2.522 -0.493
H -1.614 -3.176 -3.760 0.252
H -2.912 -1.897 -5.460 0.249
H -6.284 -4.600 -4.915 0.236
H -4.987 -5.878 -3.215 0.234
C 2.295 -4.062 1.187 -0.217
C 2.001 -3.549 -0.011 -0.233
C 0.835 -4.024 -0.782 0.487
O 0.566 -3.557 -1.881 -0.505
C 0.006 -5.085 -0.177 -0.241
C 0.301 -5.598 1.022 -0.219
C 1.466 -5.123 1.793 0.464
O 1.735 -5.590 2.891 -0.487
H 3.147 -3.725 1.766 0.232
H 2.599 -2.770 -0.469 0.235
H -0.845 -5.422 -0.755 0.253
H -0.297 -6.377 1.479 0.232
C 5.650 5.811 7.055 -0.234
C 6.647 6.461 6.448 -0.222
C 7.023 6.157 5.053 0.467
O 7.937 6.749 4.498 -0.482
C 6.252 5.109 4.355 -0.217
C 5.254 4.459 4.962 -0.238
C 4.879 4.763 6.357 0.482
O 3.964 4.170 6.913 -0.500
H 5.362 6.021 8.078 0.234
H 7.222 7.232 6.947 0.235
H 6.540 4.898 3.332 0.240
H 4.680 3.687 4.464 0.235


69
Properties=species:S:1:pos:R:3:lowdin_spin:R:1 method="wB97M-V/def2-TZVPD" relative_energy_kj_mol=0.00 total_charge=+2 multiplicity=6 homo_ev="-12.72 / -13.90" s2=8.794
Fe 8.512 12.237 9.339 3.568
C 5.842 10.914 12.565 0.002
O 6.616 12.137 12.932 0.012
C 7.448 12.359 11.911 0.019
N 7.489 11.507 10.947 0.047
C 6.462 10.465 11.226 0.005
C 7.051 9.076 11.297 0.000
C 8.420 8.811 11.467 -0.002
C 8.804 7.455 11.651 0.000
C 7.783 6.459 11.688 0.000
C 6.438 6.787 11.504 0.000
C 6.098 8.085 11.168 0.000
C 8.364 13.605 11.922 0.003
C 8.277 14.487 13.021 0.001
C 9.051 15.661 12.993 0.000
C 10.083 15.743 12.147 0.002
C 10.218 14.746 11.164 0.004
N 9.303 13.730 10.974 0.038
C 11.407 14.704 10.336 0.000
N 11.697 13.779 9.473 0.003
C 12.965 14.135 8.866 0.004
C 13.458 15.463 9.549 0.004
O 12.395 15.729 10.537 0.000
C 12.951 14.004 7.306 0.039
C 13.354 14.930 6.319 0.013
C 13.227 14.619 4.959 0.042
C 12.441 13.529 4.499 -0.006
C 12.117 12.625 5.504 0.039
C 12.528 12.790 6.814 -0.007
H 4.769 11.155 12.496 0.000
H 6.158 10.172 13.305 0.000
H 5.712 10.470 10.382 0.000
H 9.176 9.603 11.326 -0.002
H 9.808 7.199 11.668 0.000
H 8.057 5.436 11.677 0.000
H 5.722 5.950 11.490 0.000
H 5.065 8.306 10.880 0.000
H 7.707 14.254 13.928 0.000
H 8.938 16.481 13.751 0.000
H 11.039 16.347 12.336 0.000
H 13.650 13.334 9.122 0.002
H 13.513 16.381 9.006 0.001
H 14.419 15.394 10.095 0.000
H 14.327 16.664 5.756 0.003
H 13.481 15.358 4.181 0.003
H 12.087 13.559 3.502 -0.001
H 11.655 11.685 5.296 0.002
H 12.463 11.954 7.554 -0.002
O 8.935 6.236 6.016 0.020
C 9.003 7.369 6.419 0.006
S 10.249 8.088 7.555 0.038
C 9.426 9.484 8.091 0.043
C 8.156 9.642 7.489 0.031
S 7.280 11.021 7.895 0.043
S 7.628 8.605 6.270 0.021
S 10.119 10.629 9.154 -0.009
O 12.975 17.019 7.223 0.515
N 13.710 16.202 6.514 0.341
Br 8.667 18.163 6.383 0.005
C 8.563 16.361 7.043 0.010
C 9.645 15.452 6.738 0.002
C 9.525 14.152 7.242 0.016
N 8.596 13.763 8.132 0.050
C 7.503 14.547 8.172 0.020
C 7.450 15.850 7.766 0.002
H 10.574 15.640 6.197 0.002
H 10.310 13.431 6.963 0.002
H 6.641 14.140 8.568 0.004
H 6.543 16.467 7.937 0.000


70
Properties=species:S:1:pos:R:3:lowdin_charge:R:1 method="wB97M-V/def2-TZVPD" relative_energy_kj_mol=87.38 total_charge=-2 homo_ev=-0.90
Cs 0.555 0.666 0.107 1.084
Cl 6.228 5.765 0.257 0.558
C 4.712 4.971 0.592 -0.746
C 3.753 5.588 1.362 -0.744
Cl 4.043 7.180 2.015 0.557
C 2.530 4.930 1.622 -0.627
Cl 1.302 5.711 2.594 0.583
C 2.236 3.652 1.128 -0.479
O 1.155 2.999 1.316 -0.352
C 3.263 2.997 0.301 -0.462
O 2.963 1.836 -0.154 -0.369
C 4.457 3.682 0.070 -0.620
Cl 5.655 2.882 -0.926 0.600
N -0.588 -2.827 -2.487 0.098
C 0.711 -2.529 -2.677 -0.683
N 1.341 -1.514 -2.188 0.035
C 2.663 -1.480 -2.616 -0.310
C 3.601 -0.509 -2.266 0.001
C 4.887 -0.614 -2.775 -0.081
C 5.255 -1.662 -3.619 -0.115
C 4.331 -2.635 -3.975 -0.124
C 3.047 -2.529 -3.468 -0.498
S 1.679 -3.582 -3.735 1.024
H -1.146 -2.357 -1.775 -0.010
H -0.940 -3.728 -2.756 0.080
H 3.348 0.321 -1.606 0.073
H 5.610 0.144 -2.501 0.085
H 6.266 -1.719 -4.003 0.089
H 4.605 -3.454 -4.630 0.094
C -6.607 -3.485 10.019 -0.061
C -5.645 -3.626 8.868 -0.293
C -5.342 -4.868 8.324 -0.054
C -4.473 -4.993 7.251 -0.023
C -3.855 -3.872 6.706 -0.254
N -2.953 -4.047 5.640 0.122
C -2.565 -3.111 4.673 -0.518
O -1.450 -3.137 4.203 0.086
N -3.557 -2.242 4.324 0.139
C -3.460 -1.118 3.478 -0.199
C -4.451 -0.151 3.569 -0.026
C -4.407 0.946 2.730 -0.066
C -3.365 1.031 1.820 -0.147
N -2.415 0.111 1.731 0.035
C -2.451 -0.945 2.534 -0.116
C -4.133 -2.622 7.263 -0.025
C -5.025 -2.509 8.316 -0.046
H -6.974 -4.458 10.344 0.069
H -7.470 -2.877 9.740 0.077
H -6.129 -3.000 10.873 0.077
H -5.810 -5.756 8.732 0.106
H -4.274 -5.965 6.817 0.113
H -2.261 -4.771 5.748 0.146
H -4.458 -2.393 4.745 0.131
H -5.251 -0.268 4.293 0.108
H -5.166 1.715 2.774 0.098
H -3.291 1.872 1.139 0.110
H -1.679 -1.689 2.410 0.101
H -3.634 -1.741 6.881 0.118
H -5.227 -1.528 8.731 0.114
Se -3.438 -2.457 -0.509 0.489
C -3.476 -4.332 -0.691 -0.765
C -4.635 -5.033 -1.062 -0.159
C -4.609 -6.411 -1.183 -0.206
N -3.535 -7.176 -0.973 0.005
C -2.430 -6.513 -0.615 -0.198
C -2.348 -5.141 -0.462 -0.158
H -5.553 -4.494 -1.258 0.077
H -5.516 -6.938 -1.472 0.085
H -1.550 -7.126 -0.436 0.088
H -1.416 -4.687 -0.149 0.085


63
Properties=species:S:1:pos:R:3:lowdin_charge:R:1 method="wB97M-V/def2-TZVPD" total_charge=+3 homo_ev="-16.80 / -16.80"
Pd -0.699 -0.063 -1.112 0.726
Cl 2.751 -0.468 -2.167 0.785
C 1.461 -0.529 -3.291 -0.697
C 0.157 -0.396 -2.850 -0.294
C -0.918 -0.518 -3.734 -0.673
Cl -2.538 -0.464 -3.061 0.751
C -0.715 -0.660 -5.084 -0.715
Cl -2.019 -0.739 -6.156 0.812
C 0.608 -0.731 -5.549 -0.683
Cl 0.892 -0.899 -7.184 0.850
C 1.704 -0.666 -4.649 -0.696
Cl 3.282 -0.749 -5.249 0.806
C 2.347 0.785 1.262 -0.076
N 0.883 0.411 1.242 -0.369
P -0.048 1.487 0.412 0.997
C 0.583 3.122 0.369 -0.370
C 0.170 3.915 1.454 -0.053
C 0.645 5.212 1.531 -0.015
C 1.483 5.710 0.534 0.008
C 1.867 4.917 -0.545 -0.018
C 1.425 3.610 -0.635 -0.056
C -1.820 1.455 0.392 -0.388
C -2.331 2.383 -0.569 -0.082
C -3.683 2.455 -0.792 -0.018
C -4.555 1.614 -0.086 0.028
C -4.069 0.707 0.851 -0.006
C -2.713 0.617 1.098 -0.046
P 0.375 -1.198 0.590 1.030
C -0.904 -1.830 1.646 -0.409
C -1.883 -2.635 1.057 -0.089
C -2.842 -3.230 1.862 -0.028
C -2.822 -3.015 3.235 -0.008
C -1.840 -2.217 3.817 -0.023
C -0.870 -1.623 3.027 -0.082
C 1.799 -2.258 0.625 -0.375
C 1.998 -3.127 -0.450 -0.113
C 2.975 -4.106 -0.363 -0.028
C 3.737 -4.220 0.791 -0.005
C 3.519 -3.369 1.873 -0.021
C 2.545 -2.391 1.804 -0.083
H 2.449 1.713 1.821 0.102
H 2.743 0.901 0.254 0.053
H 2.896 0.007 1.774 0.071
H -0.502 3.536 2.217 0.127
H 0.352 5.839 2.362 0.133
H 1.836 6.731 0.598 0.136
H 2.513 5.321 -1.314 0.132
H 1.728 2.983 -1.466 0.118
H -1.662 3.047 -1.107 0.123
H -4.071 3.173 -1.504 0.138
H -5.622 1.685 -0.259 0.141
H -4.753 0.082 1.411 0.136
H -2.351 -0.050 1.871 0.092
H -1.895 -2.803 -0.015 0.110
H -3.599 -3.865 1.422 0.129
H -3.573 -3.481 3.861 0.132
H -1.828 -2.066 4.889 0.131
H -0.100 -1.008 3.481 0.117
H 1.401 -3.036 -1.351 0.099
H 3.140 -4.779 -1.194 0.130
H 4.500 -4.984 0.857 0.133
H 4.105 -3.478 2.776 0.131
H 2.357 -1.767 2.671 0.112